1.
This record from the OMol25 dataset describes C16H24As3F19O12Pt as an isolated structure in a non-equilibrium geometry. The level of theory is wB97M-V/def2-TZVPD.

* total charge: -2
* largest force on an atom: 3.414 eV/Å
* electronic energy: -278953.225 eV
* multiplicity: 3
* highest occupied orbital energy (spin up / spin down): -3.54 / -3.22 eV
* gap between HOMO and LUMO (spin up / spin down): 6.44 / 6.12 eV

Atoms and positions in Å:
Pt  14.420  -15.283  -2.224
As  15.433  -19.241  -2.958
F  14.174  -19.769  -1.867
F  16.481  -19.114  -1.555
F  16.848  -18.577  -3.851
F  14.347  -19.393  -4.326
F  14.921  -17.457  -2.773
F  15.892  -20.883  -3.256
As  10.943  -17.145  -2.408
F  9.295  -17.639  -2.342
F  10.450  -15.572  -3.082
F  12.635  -16.477  -2.451
F  11.462  -18.712  -1.819
F  11.075  -17.842  -4.016
F  10.832  -16.537  -0.727
As  14.084  -17.591  1.445
F  12.912  -18.805  0.882
F  13.807  -17.965  3.143
F  15.206  -16.292  2.002
F  14.390  -16.928  -0.195
F  12.693  -16.486  1.628
F  15.374  -18.760  1.244
F  15.509  -14.485  -0.565
C  11.421  -12.484  -5.871
C  11.631  -14.004  -5.740
C  12.113  -14.622  -7.028
O  13.232  -15.446  -6.672
C  13.548  -15.195  -5.405
O  14.469  -15.677  -4.813
O  12.676  -14.313  -4.847
H  11.010  -12.256  -6.856
H  12.338  -11.891  -5.865
H  10.869  -12.166  -4.988
H  10.728  -14.514  -5.397
H  12.531  -13.773  -7.580
H  11.365  -15.095  -7.658
C  20.398  -14.978  -5.789
C  19.949  -15.069  -4.330
C  19.605  -13.754  -3.648
O  18.375  -14.081  -3.021
C  17.847  -15.244  -3.424
O  16.753  -15.625  -3.231
O  18.787  -15.854  -4.252
H  21.062  -14.113  -5.882
H  19.517  -14.667  -6.353
H  20.927  -15.894  -6.032
H  20.763  -15.593  -3.822
H  19.671  -12.815  -4.199
H  20.396  -13.620  -2.905
C  13.888  -8.897  -3.156
C  14.523  -9.948  -4.067
C  16.000  -10.244  -3.738
O  15.976  -11.600  -3.296
C  14.767  -12.096  -3.327
O  14.521  -13.234  -3.082
O  13.868  -11.156  -3.728
H  13.787  -9.193  -2.111
H  12.962  -8.488  -3.559
H  14.514  -8.006  -3.021
H  14.333  -9.674  -5.106
H  16.448  -9.716  -2.894
H  16.662  -10.040  -4.580
C  8.742  -12.213  -1.909
C  10.235  -12.000  -1.515
C  10.521  -11.854  -0.017
O  11.429  -12.916  0.257
C  11.759  -13.526  -0.879
O  12.682  -14.274  -0.977
O  11.138  -12.992  -1.931
H  8.269  -11.303  -2.267
H  8.193  -12.618  -1.057
H  8.790  -13.004  -2.661
H  10.316  -11.066  -2.077
H  9.697  -11.813  0.692
H  11.062  -10.905  0.052

Mulliken population analysis, charges in e, atoms 1 to 6:
1. Pt 4.14
2. As 2.07
3. F -0.46
4. F -0.49
5. F -0.54
6. F -0.48

***

2.
This record from the OMol25 dataset describes C16H24AsN2O6PS8SbTc as an isolated structure in a non-equilibrium geometry. The level of theory is wB97M-V/def2-TZVPD.

* total charge: 0
* largest force on an atom: 1.280 eV/Å
* electronic energy: -197789.018 eV
* multiplicity: 1
* highest occupied orbital energy (spin up / spin down): -7.71 / -7.70 eV
* gap between HOMO and LUMO (spin up / spin down): 3.97 / 3.96 eV

Atoms and positions in Å:
Tc  0.487  0.571  0.552
S  1.179  1.001  4.690
As  2.226  1.732  3.080
S  2.479  0.094  1.508
S  0.483  2.437  1.601
S  3.809  3.027  3.033
S  -3.359  -0.591  -3.270
Sb  -3.678  -0.381  -1.115
S  -2.856  2.360  0.626
S  -1.617  1.138  -0.463
S  -4.490  2.231  -0.483
C  3.948  -0.100  -1.733
C  3.169  1.204  -1.911
C  3.735  2.334  -1.045
P  1.350  1.066  -1.667
C  0.681  -0.394  -2.574
C  0.909  -1.681  -1.775
C  1.135  -0.542  -4.027
C  0.619  2.541  -2.527
C  0.362  3.750  -1.627
C  1.429  2.984  -3.752
H  5.013  0.122  -1.816
H  3.705  -0.832  -2.501
H  3.790  -0.551  -0.755
H  3.255  1.495  -2.962
H  3.586  2.148  0.020
H  3.294  3.301  -1.289
H  4.810  2.409  -1.217
H  -0.397  -0.199  -2.580
H  1.957  -1.980  -1.766
H  0.324  -2.488  -2.218
H  0.571  -1.610  -0.736
H  2.222  -0.561  -4.122
H  0.744  0.253  -4.660
H  0.752  -1.486  -4.419
H  -0.348  2.157  -2.869
H  1.285  4.136  -1.192
H  -0.322  3.529  -0.812
H  -0.081  4.544  -2.232
H  2.354  3.480  -3.454
H  0.837  3.710  -4.312
H  1.682  2.170  -4.429
O  -1.872  -1.889  0.085
C  -1.446  -1.662  1.215
O  -0.411  -0.923  1.472
C  -2.139  -2.208  2.425
C  -1.671  -1.940  3.709
C  -2.387  -2.449  4.776
C  -3.540  -3.193  4.627
C  -3.958  -3.444  3.337
C  -3.281  -2.972  2.233
N  -5.184  -4.246  3.131
O  -5.736  -4.683  4.117
O  -5.545  -4.426  1.986
N  -1.908  -2.185  6.154
O  -2.672  -2.443  7.063
O  -0.787  -1.748  6.275
H  -0.777  -1.352  3.877
H  -4.083  -3.565  5.481
H  -3.633  -3.198  1.237

Mulliken population analysis, charges in e, atoms 1 to 6:
1. Tc 0.42
2. S -0.31
3. As 0.26
4. S -0.29
5. S -0.28
6. S -0.36

***

3.
This record from the OMol25 dataset describes C16H24Cl5N4S4SbTl as an isolated structure in a non-equilibrium geometry. The level of theory is wB97M-V/def2-TZVPD.

* total charge: -1
* largest force on an atom: 3.360 eV/Å
* electronic energy: -140127.483 eV
* multiplicity: 1
* highest occupied orbital energy: -3.06 eV
* gap between HOMO and LUMO: 5.20 eV

Atoms and positions in Å:
Tl  7.613  11.645  7.178
C  6.889  8.374  9.242
C  5.596  9.013  8.792
N  5.678  9.700  7.511
C  4.387  10.416  7.091
C  4.179  11.754  7.767
N  5.051  12.776  7.361
C  4.845  14.069  8.132
C  6.119  14.831  8.396
C  6.882  14.268  9.633
N  8.170  13.609  9.346
C  8.763  12.799  10.398
C  7.923  11.546  10.620
N  8.256  10.369  9.802
C  7.686  9.122  10.306
H  7.496  8.022  8.368
H  6.680  7.458  9.805
H  5.130  9.682  9.544
H  4.791  8.213  8.741
H  5.847  8.932  6.814
H  3.534  9.727  7.423
H  4.427  10.632  5.980
H  4.233  11.732  8.835
H  3.146  12.013  7.501
H  4.964  13.035  6.382
H  4.244  13.699  9.028
H  4.141  14.702  7.573
H  5.896  15.912  8.499
H  6.888  14.772  7.572
H  6.237  13.572  10.116
H  7.097  15.038  10.416
H  8.844  14.121  8.752
H  8.879  13.238  11.407
H  9.808  12.599  10.086
H  6.816  11.769  10.379
H  7.956  11.332  11.808
H  9.228  10.370  9.742
H  7.176  9.336  11.214
H  8.561  8.441  10.588
Cl  11.070  10.215  3.637
C  10.858  9.029  4.884
C  10.927  9.413  6.237
C  10.844  8.438  7.206
Cl  11.359  8.903  8.801
C  10.766  7.051  6.939
Cl  10.823  5.853  8.151
C  10.602  6.728  5.601
Cl  10.278  5.101  5.232
C  10.649  7.682  4.611
Cl  10.319  7.136  2.990
S  8.461  13.580  3.775
Sb  10.498  13.215  5.168
S  11.035  11.114  6.698
S  8.220  11.616  4.162
S  10.172  14.730  6.954

Mulliken population analysis, charges in e, atoms 1 to 6:
1. Tl 0.72
2. C -0.39
3. C -0.75
4. N -0.10
5. C -0.84
6. C -0.70

***

Question: Which formula does entry 2 have?
Answer: C16H24AsN2O6PS8SbTc

***

Question: The lowest electronic energy belongs to which entry?
Answer: C16H24As3F19O12Pt